DFT (wB97M-V/def2-TZVPD) results for 8 unconnected molecules or ions with the total composition C60H50F10N8O17.

Positions of all 145 atoms, in Å:
1 H 7.363 0.449 3.314
2 N 7.846 1.355 3.511
3 C 8.200 1.863 2.283
4 C 7.914 1.166 0.824
5 C 6.330 1.041 0.416
6 C 5.703 -0.180 -0.232
7 C 6.588 -1.519 -0.587
8 C 7.874 -1.249 -1.570
9 C 7.835 -2.052 -3.000
10 O 7.623 -1.012 -4.058
11 C 4.070 -0.142 -0.592
12 O 3.290 -1.196 -0.338
13 C 3.539 1.306 -1.219
14 C 2.433 1.463 -2.419
15 F 3.078 1.961 -3.691
16 F 1.359 2.482 -2.120
17 C 1.643 0.086 -2.825
18 F 2.563 -1.040 -3.234
19 F 0.869 0.410 -4.082
20 C 0.499 -0.392 -1.728
21 F 0.399 -1.871 -1.573
22 F 0.655 0.216 -0.386
23 F -0.839 0.086 -2.240
24 C 4.179 2.531 -0.592
25 C 3.880 4.077 -1.048
26 C 5.370 4.802 -1.258
27 C 6.279 4.095 -2.427
28 F 5.815 2.962 -3.304
29 C 7.692 4.569 -2.712
30 F 8.754 4.655 -1.668
31 F 8.002 4.923 -4.143
32 C 5.273 2.315 0.655
33 O 5.264 3.076 1.760
34 H 8.752 2.920 2.286
35 H 8.440 0.096 0.859
36 H 8.416 1.869 0.001
37 H 7.031 -1.966 0.423
38 H 5.948 -2.379 -1.112
39 H 8.911 -1.538 -1.057
40 H 7.933 -0.099 -1.795
41 H 7.054 -2.924 -3.050
42 H 8.912 -2.505 -3.241
43 H 8.388 -0.338 -4.003
44 H 3.323 4.192 -2.077
45 H 3.356 4.666 -0.161
46 H 5.200 5.922 -1.589
47 H 5.994 4.851 -0.257
48 O -6.379 -5.294 -3.590
49 N -5.139 -5.313 -3.566
50 O -4.442 -6.223 -4.038
51 C -4.450 -4.182 -2.932
52 C -5.200 -3.150 -2.352
53 C -4.540 -2.089 -1.728
54 C -3.145 -2.060 -1.689
55 C -2.401 -3.084 -2.277
56 C -3.050 -4.151 -2.900
57 H -6.288 -3.158 -2.374
58 H -5.113 -1.286 -1.270
59 H -2.635 -1.233 -1.197
60 H -1.314 -3.052 -2.245
61 H -2.455 -4.944 -3.351
62 O 1.230 6.970 2.682
63 N 1.126 6.152 1.755
64 O 2.003 5.938 0.907
65 C -0.124 5.389 1.655
66 C -1.158 5.627 2.571
67 C -2.354 4.915 2.455
68 C -2.513 3.974 1.437
69 C -1.477 3.732 0.532
70 C -0.278 4.439 0.636
71 H -1.051 6.357 3.370
72 H -3.165 5.097 3.157
73 H -3.449 3.426 1.347
74 H -1.607 2.995 -0.257
75 H 0.518 4.241 -0.079
76 O -4.254 5.415 5.883
77 N -3.169 5.010 6.327
78 O -2.175 5.726 6.513
79 C -3.054 3.583 6.651
80 C -4.141 2.729 6.422
81 C -4.017 1.368 6.709
82 C -2.820 0.868 7.224
83 C -1.742 1.723 7.461
84 C -1.853 3.085 7.175
85 H -5.080 3.103 6.021
86 H -4.853 0.696 6.528
87 H -2.726 -0.195 7.441
88 H -0.813 1.326 7.866
89 H -1.003 3.737 7.363
90 O -7.043 1.179 10.086
91 N -6.780 2.151 9.362
92 O -5.724 2.288 8.728
93 C -7.785 3.215 9.254
94 C -8.978 3.119 9.984
95 C -9.920 4.146 9.896
96 C -9.674 5.253 9.083
97 C -8.490 5.341 8.350
98 C -7.539 4.322 8.432
99 H -9.185 2.262 10.622
100 H -10.846 4.084 10.464
101 H -10.410 6.054 9.022
102 H -8.307 6.206 7.716
103 H -6.620 4.407 7.856
104 O -5.159 -2.847 4.747
105 N -6.254 -3.121 4.234
106 O -7.353 -2.827 4.727
107 C -6.249 -3.846 2.958
108 C -5.030 -4.231 2.384
109 C -5.032 -4.943 1.182
110 C -6.240 -5.261 0.560
111 C -7.453 -4.868 1.129
112 C -7.463 -4.158 2.332
113 H -4.080 -3.990 2.856
114 H -4.091 -5.251 0.732
115 H -6.237 -5.821 -0.374
116 H -8.390 -5.118 0.637
117 H -8.417 -3.862 2.764
118 O 9.589 -0.375 -6.880
119 N 9.729 0.674 -6.233
120 O 9.746 0.737 -4.996
121 C 9.881 1.925 -6.985
122 C 9.831 1.905 -8.385
123 C 9.951 3.102 -9.094
124 C 10.125 4.305 -8.409
125 C 10.186 4.322 -7.015
126 C 10.063 3.131 -6.295
127 H 9.696 0.975 -8.934
128 H 9.907 3.097 -10.181
129 H 10.213 5.237 -8.966
130 H 10.324 5.264 -6.488
131 H 10.109 3.161 -5.208
132 O -6.011 -13.305 -5.364
133 N -5.871 -12.256 -4.717
134 O -5.854 -12.192 -3.480
135 C -5.719 -11.004 -5.469
136 C -5.769 -11.025 -6.869
137 C -5.649 -9.828 -7.578
138 C -5.475 -8.624 -6.893
139 C -5.414 -8.608 -5.499
140 C -5.537 -9.798 -4.779
141 H -5.904 -11.955 -7.418
142 H -5.693 -9.833 -8.665
143 H -5.387 -7.693 -7.450
144 H -5.276 -7.666 -4.972
145 H -5.491 -9.768 -3.692

The HOMO-LUMO gap comes out at 7.46 eV. The LUMO energy comes out at -0.083 Eh. The net charge is 0. The highest occupied orbital energy comes out at -9.7049 eV.

Löwdin population analysis, charges in e, atoms 1 to 6: 0.04 0.05 -0.20 -0.13 -0.04 -0.02